(1)
# C2H3NS

2 unconnected molecules or ions with the total composition C2H3NS in a non-equilibrium geometry (ωB97M-V/def2-TZVPD, the Open Molecules 2025 dataset).

Positions of all 7 atoms, in Å:
1 C 1.0996 -1.0033 0.0284
2 C -1.0936 0.6684 -0.0522
3 N -0.8894 -0.5223 0.0794
4 S 1.8894 0.4104 0.0571
5 H 1.4372 -2.0169 -0.2144
6 H -2.1140 1.0268 0.2116
7 H -0.3291 1.4369 -0.1099

## Properties
E_tot: -530.80310 Ha
orbital gap (alpha / beta): 7.8 / 7.8 eV
LUMO level (alpha / beta): -0.81 / -0.81 eV

=====

(2)
# C4H8O

A single C4H8O molecule in a non-equilibrium geometry (ωB97M-V/def2-TZVPD, the Open Molecules 2025 dataset).

Positions of all 13 atoms, in Å:
1 C 1.5721 -0.5339 -0.0932
2 C 0.1786 0.1555 -0.1024
3 O 0.2887 1.5642 0.2078
4 C -1.1051 -0.0753 -0.6807
5 C -0.9695 -0.3351 0.7474
6 H 1.0803 -1.5147 -0.1681
7 H 1.7491 -0.4122 1.1634
8 H 2.4437 -0.1759 -0.6658
9 H 0.5675 1.9925 -0.4799
10 H -1.6071 0.9541 -0.8032
11 H -1.5416 -0.7796 -1.3989
12 H -1.2003 -1.3933 1.0199
13 H -1.4564 0.5539 1.2537

## Properties
E_tot: -232.32156 Ha
orbital gap: 11.1 eV
SMILES string: CC1(O)CC1
LUMO level: 1.03 eV

=====

(3)
# C7H10N2

A single C7H10N2 molecule in a non-equilibrium geometry (ωB97M-V/def2-TZVPD, the Open Molecules 2025 dataset).

Positions of all 19 atoms, in Å:
1 C -1.6317 -0.3947 0.3719
2 C -1.3368 1.1151 0.1198
3 C -0.5279 1.1271 -1.2110
4 N -0.3129 -0.2336 -1.6961
5 C -0.3283 -0.8657 -0.3547
6 C 0.6654 -0.2439 0.4394
7 C 1.2460 -0.8105 1.6182
8 N 2.0069 -0.7258 0.3727
9 C 0.2051 1.1921 0.1796
10 H -1.5343 -0.7489 1.3832
11 H -2.6272 -0.6186 -0.0710
12 H -2.0041 1.8301 0.4436
13 H -0.4480 1.9395 -1.9715
14 H -0.8865 -0.6222 -2.4344
15 H -0.1200 -1.9237 -0.2587
16 H 1.5540 -0.1415 2.3620
17 H 1.0293 -1.8432 1.8936
18 H 2.7150 0.0801 0.3883
19 H 0.7132 2.0467 0.5497

## Properties
E_tot: -382.13035 Ha
orbital gap: 9.5 eV
SMILES string: C1[C@@H]2[C@@H]3N[C@H]1[C@]1(CN1)[C@H]23
LUMO level: 1.07 eV

=====

Energy relative to the best compared isomer or geometry (same formula, charge and spin)? In order: 3.581 3.376 3.315 eV.